This record from OMol25 describes an isolated ion of composition C23H27N4O2S and charge +1 at a distorted geometry. The level of theory is the ωB97M-V functional and the def2-TZVPD basis.

Positions of all 57 atoms, in Å:
C 0.6706 4.0854 7.1571
H 1.5041 4.7568 6.9326
H -0.2255 4.4203 6.6266
H 0.4794 4.0940 8.2283
O 0.9878 2.7469 6.8397
C 1.3005 2.4270 5.5711
C 1.6549 1.0892 5.3500
C 1.9828 0.6476 4.0907
C 1.9699 1.5317 3.0077
C 1.6498 2.8676 3.2353
C 1.3045 3.3145 4.4943
H 1.0546 4.3538 4.6326
H 1.6742 3.5569 2.4049
C 2.4033 1.1292 1.6588
O 3.0710 1.8300 0.9294
N 2.0606 -0.1608 1.2562
C 2.5996 -0.6213 -0.0021
H 2.8427 -1.6866 0.0825
H 3.5143 -0.0578 -0.1984
C 1.6121 -0.3789 -1.1401
N 0.3262 -1.0577 -0.8295
C -0.6427 -0.8571 -1.9267
N -1.0246 0.3862 -2.0744
C -1.8910 0.6818 -3.0564
N -2.3838 -0.2282 -3.8869
C -1.9962 -1.4691 -3.7288
C -1.0760 -1.9080 -2.7217
C -0.8332 -3.3140 -2.7865
C -1.5384 -3.9003 -3.7947
S -2.5260 -2.7816 -4.7089
C -1.5529 -5.3348 -4.1805
H -1.9079 -5.9534 -3.3566
H -0.5533 -5.6722 -4.4533
H -2.2104 -5.4875 -5.0314
C 0.0816 -4.0637 -1.8649
H 0.0908 -5.1158 -2.1328
H -0.2595 -3.9995 -0.8293
H 1.1086 -3.7019 -1.9450
C -2.2927 2.0716 -3.2012
C -3.7009 2.3772 -3.6699
C -2.5663 2.6068 -4.5924
H -2.2494 3.6169 -4.7976
H -2.4313 1.9156 -5.4092
H -4.1929 3.2240 -3.2184
H -4.3404 1.5292 -3.8571
H -1.8354 2.7308 -2.4770
C -0.2127 -0.5621 0.4613
H -1.1475 -1.0832 0.6766
H -0.4209 0.5023 0.3341
C 0.8072 -0.7855 1.5858
H 0.9664 -1.8604 1.7405
H 0.4101 -0.3589 2.5070
H 0.5062 -2.0669 -0.7483
H 1.9962 -0.7623 -2.0869
H 1.4078 0.6886 -1.2440
H 2.2970 -0.3760 3.9497
H 1.6773 0.4235 6.1976

Cartesian forces, eV/Å:
-0.083 0.321 0.075
-0.029 -0.038 -0.005
0.046 -0.024 0.011
0.007 0.043 -0.096
0.104 -0.360 -0.130
0.062 -0.143 -0.217
-0.070 0.098 0.179
-0.004 0.218 -0.062
-0.033 0.327 0.300
0.049 -0.333 -0.178
-0.090 0.142 0.338
-0.034 0.092 0.044
0.026 0.081 -0.067
0.034 -0.202 -0.086
0.042 0.224 -0.098
0.179 -0.171 -0.043
0.105 0.198 -0.104
-0.001 0.000 -0.033
-0.131 -0.169 -0.093
1.013 0.332 0.013
-0.237 -0.309 -0.354
-0.519 -0.041 -0.585
0.266 -0.026 0.286
0.208 -0.453 0.136
-0.346 0.186 -0.372
0.482 -0.189 0.539
-0.357 0.550 -0.288
-0.098 -0.507 -0.253
0.099 0.584 0.270
0.195 -0.092 0.214
0.006 -0.155 -0.029
-0.036 -0.054 -0.011
0.008 -0.044 -0.048
-0.007 -0.151 -0.050
-0.183 0.015 -0.219
0.095 -0.081 0.096
0.041 -0.052 0.129
0.132 -0.027 0.061
-0.081 0.398 0.001
-0.080 0.029 0.040
0.044 0.054 -0.057
0.005 0.087 0.059
-0.010 -0.112 -0.023
0.036 0.092 0.034
0.006 -0.107 -0.036
-0.053 0.038 -0.057
-0.194 0.189 1.035
0.044 -0.010 -0.146
0.022 -0.166 -0.080
-0.271 0.014 -0.075
-0.054 0.031 0.061
-0.064 -0.136 -0.145
-0.051 0.223 -0.009
-0.155 -0.049 0.020
-0.099 -0.154 0.001
0.002 -0.125 -0.001
0.014 -0.085 0.107

Calculated values
Frontier orbital gap in eV: 8.16
Lowest unoccupied orbital energy in Eh: -0.1029
SMILES: COc1ccc(C(=O)N2CC[NH+](c3nc(C4CC4)nc4sc(C)c(C)c34)CC2)cc1
Total charge: +1
E in Ha: -1660.1133
Spin multiplicity: 1
HOMO energy in eV: -10.96